# 1
The following is a quantum chemistry calculation of C4H8N2 as an isolated structure, from the OMol25 dataset.

LUMO energy ... 0.0362 Eh
Largest force on an atom ... 0.8 eV/Å
Frontier orbital gap ... 9.53 eV

The geometry in XYZ format:
```
14
C4H8N2 (ωB97M-V/def2-TZVPD)
C 0.5996 -0.6501 -1.4997
C -0.3294 1.5714 0.5965
C -0.6794 -1.4368 0.5870
C 0.2167 0.2157 0.9793
N -0.7493 -0.6831 1.6377
N 0.2857 -0.7776 -0.1103
H -1.1721 -2.3621 0.3469
H 1.1597 0.2977 1.5266
H 1.6416 -0.3441 -1.6091
H -0.0379 0.0848 -2.0070
H 0.4632 -1.6202 -1.9766
H 0.3818 2.1002 -0.0348
H -1.2716 1.4552 0.0650
H -0.5087 2.1491 1.4985
```



# 2
The following is a quantum chemistry calculation of C24H20BIrN9 as an isolated structure in a non-equilibrium geometry, from the OMol25 dataset.

LUMO energy (alpha / beta) ... -0.1343 / -0.2713 Eh
Total charge ... +1
Spin multiplicity ... 5
Largest force on an atom ... 3.9 eV/Å
Frontier orbital gap (alpha / beta) ... 3.75 / 3.32 eV

The geometry in XYZ format:
```
55
C24H20BIrN9 (ωB97M-V/def2-TZVPD)
Ir -0.0332 0.0640 0.0713
C -2.9018 -0.1454 -3.0749
C -3.9517 0.7090 -2.7141
C -3.8653 1.3846 -1.5321
C -2.7369 1.2265 -0.6849
N -1.7159 0.3827 -1.0569
C -1.8329 -0.2662 -2.2254
N -2.7434 1.9207 0.4364
C -1.8672 1.9888 1.4042
N -0.6728 1.2901 1.4376
C -0.0112 1.6133 2.6099
N 1.1512 1.1327 2.9662
C 1.9526 0.2778 2.3613
C 3.1629 -0.0374 3.0334
C 4.0575 -0.9115 2.4887
C 3.7561 -1.4924 1.2501
C 2.5759 -1.1582 0.6385
N 1.6747 -0.3033 1.1455
C -0.8019 2.5440 3.3479
C -0.6090 3.1808 4.5712
C -1.5901 4.0426 5.0113
C -2.7481 4.2770 4.2591
C -2.9559 3.6557 3.0467
C -1.9749 2.7813 2.5859
H -2.9210 -0.7006 -3.9955
H -4.8076 0.8268 -3.3597
H -4.6365 2.0572 -1.1937
H -1.0200 -0.9228 -2.4969
H 3.3315 0.4451 3.9823
H 4.9777 -1.1529 2.9968
H 4.4272 -2.1873 0.7779
H 2.3370 -1.6021 -0.3162
H 0.2831 2.9968 5.1449
H -1.4701 4.5510 5.9545
H -3.4891 4.9596 4.6430
H -3.8438 3.8318 2.4642
B 1.2140 -2.3279 -2.5939
N 1.5477 -0.8375 -2.6426
C 2.2971 -0.3494 -3.6436
C 2.4534 1.0075 -3.4622
C 1.7487 1.2825 -2.2927
N 1.2118 0.1582 -1.8164
N 0.3572 -2.8142 -1.4256
C 0.0309 -4.1125 -1.3270
C -0.7390 -4.2936 -0.1987
C -0.8426 -3.0203 0.3563
N -0.1756 -2.1456 -0.3981
H 0.6477 -2.6116 -3.6087
H 2.2445 -2.9351 -2.5721
H 2.6648 -0.9989 -4.4114
H 2.9940 1.6908 -4.0812
H 1.6111 2.2203 -1.7897
H 0.3678 -4.8132 -2.0632
H -1.1596 -5.2065 0.1649
H -1.3572 -2.7086 1.2448
```